P.
{
  "formula": "C7H10N2O2",
  "method": "ωB97M-V with the def2-TZVPD basis set",
  "smiles": "C[C@H]1C(=O)N[C@@H]2CCC(=O)N21",
  "gap_ev": 10.42,
  "e_lumo_ev": 0.7,
  "species": ["C", "C", "C", "C", "C", "C", "C", "H", "H", "H", "H", "H", "H", "H", "H", "H", "H", "N", "N", "O", "O"],
  "xyz": [[-2.2295, 1.6562, -0.0717], [-1.1831, 0.4745, -0.3687], [1.1499, 0.1948, -0.2130], [1.8321, -1.1533, 0.2290], [1.1064, -1.5283, 1.4901], [-0.2390, -0.9345, 1.2998], [-0.5762, 0.6046, -1.7864], [-2.8938, 1.7993, -0.9384], [-1.6533, 2.6004, 0.2556], [-2.8773, 1.5435, 0.8233], [-1.6357, -0.5855, -0.3147], [1.8365, 1.0333, -0.0151], [2.8336, -0.9150, 0.4473], [1.8115, -1.8817, -0.5838], [1.6864, -1.0822, 2.3610], [1.0025, -2.6016, 1.7590], [1.5501, 0.6633, -2.1948], [-0.0276, 0.2731, 0.5751], [0.7547, 0.2634, -1.6064], [-1.3069, -1.4099, 1.6809], [-0.9414, 0.9856, -2.8283]]
}

=====

Q.
{
  "formula": "C7H10N2O2",
  "method": "ωB97M-V with the def2-TZVPD basis set",
  "smiles": "C#CC(N)=O.O=CNC1CC1",
  "gap_ev": 9.84,
  "e_lumo_ev": 0.5,
  "species": ["C", "C", "C", "C", "C", "C", "C", "H", "H", "H", "H", "H", "H", "H", "H", "H", "H", "N", "N", "O", "O"],
  "xyz": [[-2.5451, -0.8572, -0.4497], [-0.7177, 0.7804, -0.6704], [-1.1368, 1.8945, 0.2456], [0.2622, 1.3634, 0.3052], [1.8329, -1.0151, -0.5181], [1.1142, -1.4556, 0.6845], [0.5078, -1.8317, 1.6577], [-3.1985, 0.0350, -0.5185], [-0.5999, -1.3330, -0.4292], [-0.5720, 1.0313, -1.7241], [-1.8063, 1.6381, 1.0658], [-1.3038, 2.8731, -0.1948], [0.5252, 0.7538, 1.1712], [1.0568, 1.9791, -0.0974], [3.0543, 0.1661, 0.6815], [3.3847, 0.2190, -1.0311], [-0.0341, -2.1721, 2.5079], [-1.2257, -0.5338, -0.4190], [2.8371, -0.1370, -0.2542], [-2.9818, -1.9888, -0.3911], [1.5465, -1.4093, -1.6219]]
}

=====

Most stable to least stable, the ends of the list are P and Q.

=====

P.
{
  "formula": "C6H14O3",
  "method": "ωB97M-V with the def2-TZVPD basis set",
  "smiles": "C[C@@H](C(O)O)C(C)(C)O",
  "gap_ev": 10.56,
  "e_lumo_ev": 0.7,
  "species": ["C", "C", "C", "C", "C", "C", "O", "O", "O", "H", "H", "H", "H", "H", "H", "H", "H", "H", "H", "H", "H", "H", "H"],
  "xyz": [[0.3954, 0.1764, -0.8324], [-1.0590, -0.3426, 1.2526], [0.4411, -0.3962, 0.5660], [-0.3160, -0.7202, -1.8453], [0.0030, 1.6334, -0.9889], [1.4239, 0.2654, 1.5389], [-1.3979, -1.6155, 1.7520], [-2.1477, 0.0803, 0.4804], [1.9167, 0.0936, -1.2001], [-1.5319, -2.1761, 0.9686], [-2.8385, 0.3486, 1.1094], [2.1585, -0.8396, -1.3192], [-0.9917, 0.3223, 2.1205], [0.7112, -1.4567, 0.5090], [0.0590, 2.2554, -0.0916], [-1.4041, -0.6329, -1.7934], [-0.0474, -1.7726, -1.7094], [-0.0101, -0.4483, -2.8608], [0.6375, 2.1736, -1.6985], [-1.0223, 1.7722, -1.3411], [2.4519, 0.2002, 1.1735], [1.3969, -0.2382, 2.5104], [1.1714, 1.3177, 1.6995]]
}

=====

Q.
{
  "formula": "C6H14O3",
  "method": "ωB97M-V with the def2-TZVPD basis set",
  "smiles": "CC(C)(CCO)C(O)O",
  "gap_ev": 10.26,
  "e_lumo_ev": 0.7,
  "species": ["C", "C", "C", "C", "C", "C", "O", "O", "O", "H", "H", "H", "H", "H", "H", "H", "H", "H", "H", "H", "H", "H", "H"],
  "xyz": [[-0.0405, -0.2087, -0.1858], [-1.2187, -0.0518, -1.4180], [0.9619, 1.2951, 1.7415], [0.0945, 1.2072, 0.3204], [-0.5473, -1.1972, 0.8677], [1.2455, -0.7436, -0.8258], [-2.4827, 0.3392, -0.9332], [-1.3816, -1.3034, -2.0443], [2.2385, 0.6951, 1.6895], [-1.8980, -1.1410, -2.8524], [-2.7483, -0.3509, -0.3051], [2.7526, 1.1422, 0.9993], [-0.9016, 0.6852, -2.1640], [1.0757, 2.3580, 1.9776], [0.3918, 0.8331, 2.5504], [-0.8715, 1.6634, 0.5532], [0.6220, 1.8325, -0.4062], [-1.3950, -0.7924, 1.4282], [-0.8612, -2.1345, 0.3961], [1.0525, -1.6755, -1.3672], [0.2368, -1.4506, 1.5886], [1.6676, -0.0228, -1.5331], [2.0070, -0.9787, -0.0776]]
}

=====

Most stable to least stable, the ends of the list are Q and P.

=====

P.
{
  "formula": "C3H5NO3",
  "method": "ωB97M-V with the def2-TZVPD basis set",
  "gap_ev": 8.22,
  "e_lumo_ev": -1.7,
  "species": ["C", "C", "C", "O", "O", "N", "O", "H", "H", "H", "H", "H"],
  "xyz": [[-0.6939, -0.4670, 1.0708], [0.6499, -0.1233, 1.7789], [-0.1443, 0.4607, -2.5511], [-0.6114, -0.1660, -0.2779], [1.6110, 0.3789, 1.0134], [0.8084, 0.6712, -1.8750], [0.7820, -0.3125, 2.9555], [1.3221, 0.4630, 0.0822], [-1.4605, 0.1172, 1.5961], [-0.8630, -1.5342, 1.2638], [-1.0549, -0.0839, -1.4547], [-0.3454, 0.5959, -3.6019]]
}

=====

Q.
{
  "formula": "C3H5NO3",
  "method": "ωB97M-V with the def2-TZVPD basis set",
  "smiles": "O=CCNC(=O)O",
  "gap_ev": 9.44,
  "e_lumo_ev": 0.5,
  "species": ["C", "N", "C", "C", "O", "O", "O", "H", "H", "H", "H", "H"],
  "xyz": [[-0.9231, -0.7974, 0.0524], [-0.4052, 0.4722, 0.4935], [0.8891, 0.7340, 0.8761], [-0.5851, -0.2397, -1.5164], [1.6894, -0.3358, 0.7704], [1.2785, 1.8057, 1.2829], [-1.0768, 0.7032, -2.0977], [2.5697, 0.0020, 1.0238], [-1.0065, 1.2860, 0.5347], [-0.2896, -1.6320, 0.3435], [-1.9977, -0.8588, 0.2088], [-0.1426, -1.1393, -1.9720]]
}

=====

R.
{
  "formula": "C3H5NO3",
  "method": "ωB97M-V with the def2-TZVPD basis set",
  "gap_ev": 9.14,
  "e_lumo_ev": 0.6,
  "species": ["C", "C", "C", "N", "O", "O", "O", "H", "H", "H", "H", "H"],
  "xyz": [[-1.9996, 0.2739, 0.0346], [-0.0359, -0.8109, -0.0371], [-0.1343, 0.8605, 0.0071], [-1.4773, -0.9553, 0.0208], [-3.0242, 0.8360, 0.0400], [0.2744, 1.4862, 1.1495], [0.3832, 1.4133, -1.1775], [0.4951, -1.1940, -0.9201], [0.4632, -1.2695, 1.0022], [-1.7687, -1.8938, -0.0774], [1.2006, 1.6059, 1.1764], [0.4152, 2.4189, -1.1463]]
}

=====

Most stable to least stable, the ends of the list are Q and P.

=====

P.
{
  "formula": "C2H7S2",
  "method": "ωB97M-V with the def2-TZVPD basis set",
  "gap_ev": 7.12,
  "charge": -1,
  "e_lumo_ev": 3.8,
  "species": ["S", "H", "C", "C", "S", "H", "H", "H", "H", "H", "H"],
  "xyz": [[0.8431, -2.5437, -0.5090], [2.2440, -2.6709, -0.4800], [-0.5940, 0.4776, 1.0132], [-0.1171, 1.2194, -0.2617], [-0.5159, 0.2042, -1.8522], [-1.7089, 0.5248, 0.9432], [-0.4269, -0.6088, 0.9101], [-0.3216, 0.8964, 1.9969], [0.9157, 1.2873, -0.1168], [-0.6157, 2.1728, -0.4016], [0.2972, -0.9592, -1.2422]]
}

=====

Q.
{
  "formula": "C2H7S2",
  "method": "ωB97M-V with the def2-TZVPD basis set",
  "gap_ev": 5.59,
  "charge": -1,
  "e_lumo_ev": 3.0,
  "species": ["S", "H", "C", "C", "S", "H", "H", "H", "H", "H", "H"],
  "xyz": [[-2.7346, 0.7873, 1.9361], [-2.2114, 0.0431, 2.9211], [-0.2151, -0.7058, -0.0155], [0.9719, 0.1731, -0.3981], [1.4614, -0.0506, -2.1683], [-0.2649, -1.6209, -0.6068], [-0.1185, -0.8387, 1.0621], [-1.1510, -0.1592, -0.1382], [1.8819, -0.0886, 0.1340], [0.7793, 1.2266, -0.2108], [1.6009, 1.2335, -2.5156]]
}

=====

R.
{
  "formula": "C2H7S2",
  "method": "ωB97M-V with the def2-TZVPD basis set",
  "gap_ev": 5.73,
  "charge": -1,
  "e_lumo_ev": 3.2,
  "species": ["S", "H", "C", "S", "C", "H", "H", "H", "H", "H", "H"],
  "xyz": [[-0.4494, 3.3935, -1.1290], [0.2200, 2.3836, -1.7161], [-0.1071, 0.1777, 1.3601], [-0.8712, -1.3229, 0.7746], [0.0741, -1.5073, -0.7569], [-0.3279, 0.3355, 2.4105], [-0.3562, 1.1058, 0.8310], [0.9839, 0.0989, 1.3527], [-0.1093, -2.4947, -1.1634], [-0.1979, -0.7262, -1.4602], [1.1412, -1.4439, -0.5035]]
}

=====

Most stable to least stable, the ends of the list are R and P.

=====

P.
{
  "formula": "C7H11N2O",
  "method": "ωB97M-V with the def2-TZVPD basis set",
  "gap_ev": 8.66,
  "charge": 1,
  "e_lumo_ev": -4.1,
  "species": ["C", "C", "C", "C", "C", "C", "C", "N", "N", "O", "H", "H", "H", "H", "H", "H", "H", "H", "H", "H", "H"],
  "xyz": [[0.8089, -1.3522, -0.0113], [-0.5458, -1.3126, -0.0309], [-1.4949, -0.1248, -0.1569], [1.6254, -0.2457, 0.0032], [-1.0588, 1.1456, -0.3579], [3.0368, -0.3184, 0.3811], [-1.1653, 2.5911, -0.3391], [1.0673, 0.9448, -0.1871], [-1.4135, -2.3693, -0.1314], [-2.8317, -0.4374, -0.1146], [1.2069, -2.3118, 0.0871], [3.8203, -0.1016, -0.3658], [3.0362, 0.3079, 1.4055], [3.0066, -1.3775, 0.6875], [-2.2193, 2.7188, 0.0289], [-0.5547, 3.0745, 0.4063], [-1.2096, 2.9916, -1.3107], [1.6431, 1.7046, -0.2071], [-0.9485, -3.2603, -0.1849], [-2.3845, -2.3860, 0.0205], [-3.4250, 0.1187, 0.3773]]
}

=====

Q.
{
  "formula": "C7H11N2O",
  "method": "ωB97M-V with the def2-TZVPD basis set",
  "smiles": "CC(=O)c1n(C)cc[n+]1C",
  "gap_ev": 10.00,
  "charge": 1,
  "e_lumo_ev": -4.2,
  "species": ["C", "C", "C", "C", "C", "C", "C", "N", "N", "O", "H", "H", "H", "H", "H", "H", "H", "H", "H", "H", "H"],
  "xyz": [[-1.8789, 1.1312, -0.1448], [-2.0910, -0.1989, 0.0552], [0.0908, 0.1324, 0.1486], [1.6626, 0.0915, 0.2135], [2.2658, -1.0999, -0.4084], [0.0382, 2.6378, -0.1118], [-0.8103, -2.2983, 0.4027], [-0.5421, 1.3553, 0.0021], [-0.8431, -0.8225, 0.1560], [2.2640, 1.0632, 0.5005], [-2.6826, 1.7997, -0.3159], [-3.0383, -0.7921, 0.0831], [3.2695, -1.2145, -0.1586], [2.3432, -1.0527, -1.4276], [1.8275, -2.0491, -0.1082], [0.3134, 3.0310, -1.1764], [-0.7294, 3.3146, 0.0899], [0.8582, 2.8376, 0.6602], [-1.6405, -2.7088, 0.9185], [-0.5676, -2.7482, -0.6078], [-0.1094, -2.4093, 1.2294]]
}

=====

R.
{
  "formula": "C7H11N2O",
  "method": "ωB97M-V with the def2-TZVPD basis set",
  "gap_ev": 8.25,
  "charge": 1,
  "e_lumo_ev": -5.3,
  "species": ["C", "C", "C", "C", "C", "C", "C", "N", "N", "O", "H", "H", "H", "H", "H", "H", "H", "H", "H", "H", "H"],
  "xyz": [[-2.1245, -0.3191, 0.3303], [1.1308, -0.5661, -1.4656], [0.0615, 0.3825, -1.0100], [0.6716, 0.2691, 1.2253], [-3.0328, 0.5008, 0.9565], [1.7314, -0.7419, -2.8022], [0.6366, -0.0425, 2.6016], [1.4330, 0.7431, -0.9301], [-0.4527, 0.1171, 0.3976], [1.7712, 0.7446, 0.4538], [1.3406, -1.4752, -0.7391], [-0.6236, 0.8605, -1.7105], [-3.4662, 0.7732, -0.1114], [-2.8046, 1.4534, 1.4063], [-3.9118, 0.0408, 1.4148], [2.0587, 0.2660, -2.9797], [0.9973, -1.2440, -3.4706], [2.6794, -1.3164, -2.6309], [1.6527, -0.1433, 3.0490], [0.1005, -1.0549, 2.8196], [0.1509, 0.7524, 3.1951]]
}

=====

S.
{
  "formula": "C7H11N2O",
  "method": "ωB97M-V with the def2-TZVPD basis set",
  "gap_ev": [9.08, 4.91],
  "charge": 1,
  "e_lumo_ev": [-4.0, -6.5],
  "species": ["C", "C", "C", "C", "C", "C", "C", "N", "N", "O", "H", "H", "H", "H", "H", "H", "H", "H", "H", "H", "H"],
  "xyz": [[-0.7142, -0.7168, -0.0190], [3.0722, -0.6554, -0.3292], [1.2463, -1.3597, 1.1601], [-1.8506, -1.2087, -0.5219], [-0.3940, 0.7167, -0.3879], [3.8915, 0.5399, -0.6058], [-5.1918, 1.0119, 0.6679], [2.1836, -0.6669, 0.5498], [0.0028, -1.4507, 0.8527], [-2.8338, -1.5455, -1.0136], [3.2781, -1.5416, -0.9342], [1.5424, -1.8594, 2.0806], [0.2875, 0.7390, -1.2381], [0.0806, 1.2051, 0.4608], [-1.2933, 1.2617, -0.6573], [3.5982, 1.3786, 0.0182], [3.8048, 0.8036, -1.6594], [4.9416, 0.3070, -0.4324], [-5.2188, 0.1175, 0.0805], [-5.2021, 1.9706, 0.1911], [-5.2309, 0.9529, 1.7370]]
}

=====

Most stable to least stable, the ends of the list are Q and R.